The following is a quantum chemistry calculation of C34H40ClI2N2O2PTa as an isolated structure, from OMol25.

XYZ file:
```
83
Properties=species:S:1:pos:R:3
Ta 0.39 -1.42 -0.24
C -0.88 -1.22 2.80
N -0.01 -2.11 1.98
C -0.68 -3.44 1.91
C 1.27 -2.30 2.73
C 2.22 -3.07 1.85
N 2.48 -2.29 0.61
C 3.34 -1.12 1.00
C 3.34 -3.16 -0.25
H -1.05 -1.69 3.78
H -1.83 -1.08 2.31
H -0.40 -0.26 2.95
H -0.55 -3.97 2.86
H -0.26 -4.06 1.11
H -1.74 -3.31 1.73
H 1.07 -2.82 3.67
H 1.68 -1.33 2.98
H 1.82 -4.04 1.57
H 3.16 -3.25 2.37
H 4.08 -1.46 1.74
H 2.75 -0.32 1.43
H 3.88 -0.73 0.14
H 4.30 -3.30 0.26
H 3.53 -2.70 -1.22
H 2.88 -4.13 -0.39
Cl -5.15 -1.94 -5.23
C -3.75 -1.75 -4.26
C -2.50 -1.55 -4.87
C -1.35 -1.38 -4.13
C -1.43 -1.41 -2.75
O -0.32 -1.19 -2.02
C -2.67 -1.64 -2.12
C -2.70 -1.73 -0.72
O -1.65 -1.72 0.01
C -3.84 -1.80 -2.89
H -2.46 -1.52 -5.96
H -0.40 -1.20 -4.62
H -3.64 -1.89 -0.20
H -4.79 -1.96 -2.40
C 1.82 1.58 2.95
C 0.50 2.29 2.91
C 0.20 3.15 3.96
C -0.97 3.89 4.00
C -1.87 3.79 2.95
C -1.60 2.93 1.89
C -0.43 2.16 1.86
P -0.05 1.21 0.34
C -1.55 1.36 -0.71
C -2.74 0.97 -0.07
C -3.97 1.10 -0.69
C -4.02 1.58 -1.99
C -2.85 1.92 -2.64
C -1.60 1.83 -2.03
C -0.40 2.26 -2.83
C 1.42 2.02 -0.29
C 1.68 3.37 -0.06
C 2.87 3.91 -0.52
C 3.78 3.11 -1.21
C 3.50 1.77 -1.44
C 2.31 1.21 -0.98
C 1.88 -0.18 -1.33
H 2.40 1.90 3.81
H 2.42 1.78 2.06
H 1.68 0.51 3.05
H 0.92 3.26 4.77
H -1.17 4.55 4.83
H -2.78 4.38 2.94
H -2.30 2.91 1.08
H -2.71 0.63 0.96
H -4.88 0.85 -0.15
H -4.98 1.71 -2.49
H -2.90 2.30 -3.65
H -0.69 2.49 -3.85
H 0.37 1.48 -2.87
H 0.07 3.15 -2.41
H 0.98 3.98 0.49
H 3.09 4.96 -0.35
H 4.70 3.54 -1.57
H 4.21 1.16 -2.00
H 2.73 -0.87 -1.40
H 1.49 -0.13 -2.35
I 0.40 -4.13 -1.89
I 0.89 -6.38 -0.58
```

HOMO level ... -16.503 eV
Total charge ... +3
Energy relative to the best compared isomer or geometry (same formula, charge and spin) ... 9.0 kcal per mole